#i
The following is a DFT calculation (ωB97M-V/def2-TZVPD) of an isolated ion of composition C3H7BrN4 and charge +2.

Each line ends with the Löwdin charge.
Element x y z (Å)
C (-1.534, 0.165, -0.122)  0.120
C (0.795, -0.939, 0.004)  -0.481
C (-0.374, 2.236, 0.162)  0.287
N (1.475, 0.203, -0.137)  -0.423
N (-1.425, 1.528, -0.010)  0.127
N (-0.572, -0.806, -0.089)  0.206
N (1.217, -2.230, 0.150)  0.198
Br (3.327, 0.231, -0.196)  0.872
H (-2.512, -0.326, -0.265)  0.199
H (-0.425, 3.391, 0.280)  0.202
H (0.556, 1.660, 0.018)  0.056
H (-2.330, 1.937, -0.129)  0.191
H (-0.933, -1.720, 0.080)  0.167
H (2.190, -2.408, 0.447)  0.135
H (0.545, -2.922, -0.194)  0.144

Summary:
HOMO (spin up / spin down): -17.47 / -17.35 eV
net charge: +2
molar mass: 179.02 g mol⁻¹

***

#ii
The following is a DFT calculation (ωB97M-V/def2-TZVPD) of an isolated ion of composition C3H7BrN4 and charge +2.

Each line ends with the Löwdin charge.
Element x y z (Å)
C (-1.209, 1.328, -0.328)  0.039
C (-0.137, -0.875, -0.160)  -0.461
C (1.697, -0.247, 1.063)  -0.432
N (-0.469, 2.032, 0.528)  0.308
N (-0.960, 0.082, -0.753)  0.206
N (0.524, -0.581, 0.876)  0.063
N (-0.115, -2.058, -0.712)  0.266
Br (2.694, -0.401, -0.505)  0.959
H (-2.073, 1.855, -0.763)  0.196
H (2.160, -0.247, 1.990)  0.094
H (-0.637, 3.011, 0.860)  0.215
H (-1.520, -0.342, -1.442)  0.170
H (0.170, 1.696, 0.969)  -0.026
H (-0.721, -2.549, -1.411)  0.198
H (0.595, -2.701, -0.211)  0.205

Summary:
HOMO: -19.20 eV
net charge: +2
molar mass: 179.02 g mol⁻¹

***

Best to worst by energy: #ii, #i.

***

#i
The following is a DFT calculation (ωB97M-V/def2-TZVPD) of C4H6ClNOS in the gas phase.

Each line ends with the Löwdin charge.
Element x y z (Å)
C (-0.967, 0.595, 1.279)  -0.029
C (-1.776, 0.169, 0.335)  -0.932
C (0.806, 0.824, 0.195)  -0.315
C (1.086, -1.454, -0.516)  -0.083
N (0.540, -0.125, -0.752)  -0.503
O (0.635, 2.109, -0.263)  -0.039
S (-1.019, 0.027, -1.422)  0.921
Cl (-3.497, -0.326, 0.392)  0.520
H (-1.109, 0.882, 2.292)  0.051
H (1.581, 0.621, 0.834)  0.113
H (1.979, -1.267, -0.109)  0.046
H (0.531, -2.023, 0.163)  0.075
H (1.218, -2.073, -1.370)  0.085
H (-0.006, 2.041, -1.058)  0.090

Summary:
HOMO: -8.72 eV
molar mass: 151.62 g mol⁻¹

***

#ii
The following is a DFT calculation (ωB97M-V/def2-TZVPD) of C4H6ClNOS in the gas phase.

Each line ends with the Löwdin charge.
Element x y z (Å)
C (0.857, 0.416, 0.863)  -0.577
C (0.273, 0.377, -0.599)  -0.284
C (0.107, -1.270, -0.746)  -0.904
C (-1.108, 1.091, -0.620)  -0.055
N (0.212, -0.530, 1.674)  -0.277
O (1.649, 1.194, 1.327)  0.085
S (-0.673, -1.745, 0.819)  0.866
Cl (1.767, -1.849, -0.829)  0.632
H (1.010, 0.763, -1.255)  0.108
H (-0.632, -1.517, -1.449)  0.043
H (-1.333, 1.241, 0.375)  0.041
H (-1.824, 0.516, -1.150)  0.062
H (-1.167, 2.185, -0.890)  0.107
H (0.860, -0.873, 2.479)  0.153

Summary:
HOMO: -9.02 eV
molar mass: 151.62 g mol⁻¹

***

Best to worst by energy: #ii, #i.

***

#i
The following is a DFT calculation (ωB97M-V/def2-TZVPD) of C3H2N2O3 in the gas phase.

Each line ends with the Löwdin charge.
Element x y z (Å)
C (-0.802, -0.068, -0.232)  -0.246
C (-0.202, 1.022, -0.027)  -0.028
C (1.273, -0.810, -0.029)  -0.521
H (-0.632, 2.100, 0.041)  0.179
H (1.774, 1.340, -0.081)  0.151
N (-2.360, -0.123, -0.050)  0.129
N (1.160, 0.593, 0.261)  0.131
O (-2.568, -1.405, 0.197)  -0.056
O (2.327, -1.408, 0.015)  0.121
O (0.030, -1.240, -0.094)  0.142

Summary:
HOMO: -10.08 eV
molar mass: 114.06 g mol⁻¹

***

#ii
The following is a DFT calculation (ωB97M-V/def2-TZVPD) of C3H2N2O3 in the gas phase.

Each line ends with the Löwdin charge.
Element x y z (Å)
C (1.131, 0.353, -0.022)  -0.073
C (-0.096, -0.185, -0.003)  -0.222
C (-1.361, 0.546, -0.006)  -0.399
H (3.041, 0.158, 0.059)  0.130
H (1.210, 1.452, -0.052)  0.155
N (-1.809, -1.606, -0.016)  0.082
N (-2.357, -0.515, -0.013)  0.119
O (2.243, -0.399, -0.003)  0.073
O (-0.388, -1.514, 0.034)  0.007
O (-1.615, 1.711, 0.022)  0.129

Summary:
HOMO: -9.62 eV
molar mass: 114.06 g mol⁻¹

***

Best to worst by energy: #ii, #i.